*one*
{
  "formula": "C6H14O",
  "method": "ωB97M-V/def2-TZVPD",
  "elements": ["C", "C", "C", "C", "C", "C", "O", "H", "H", "H", "H", "H", "H", "H", "H", "H", "H", "H", "H", "H", "H"],
  "positions_angstrom": [[-0.44, -0.73, -2.78], [1.51, 0.18, -0.10], [2.76, -0.42, 0.40], [0.34, -0.21, 0.73], [-0.79, 0.81, 0.72], [-2.07, 0.28, 1.36], [-0.29, 1.92, 1.45], [-0.46, -0.43, -3.84], [-1.42, -0.52, -2.33], [-0.23, -1.80, -2.72], [0.33, -0.16, -2.25], [3.54, -0.53, -0.36], [2.68, -1.31, 1.04], [3.09, 0.41, 1.06], [0.57, -0.52, 1.76], [0.01, -1.12, 0.19], [-0.98, 1.10, -0.32], [-1.88, -0.03, 2.39], [-2.46, -0.58, 0.80], [-2.85, 1.05, 1.37], [-0.95, 2.62, 1.43]],
  "lowdin_charge": [-0.0547, -0.0006, -0.1556, -0.2396, -0.4757, -0.0543, -0.0416, 0.0180, 0.0144, 0.0202, -0.0178, 0.0662, 0.0764, 0.1094, 0.1270, 0.1425, 0.1307, 0.0839, 0.0799, 0.0781, 0.0932],
  "e_homo_ev": -8.19,
  "gap_ev": 8.68,
  "e_lumo_ev": 0.484
}

***

*two*
{
  "formula": "C6H14O",
  "method": "ωB97M-V/def2-TZVPD",
  "elements": ["C", "C", "C", "C", "C", "O", "C", "H", "H", "H", "H", "H", "H", "H", "H", "H", "H", "H", "H", "H", "H"],
  "positions_angstrom": [[-3.25, 0.35, -0.21], [-2.05, -0.33, 0.44], [-0.80, -0.29, -0.43], [0.45, -0.78, 0.29], [1.75, -0.63, -0.52], [2.84, -0.35, 0.33], [3.16, 1.02, 0.42], [-4.12, 0.34, 0.46], [-3.54, -0.14, -1.14], [-3.02, 1.40, -0.45], [-1.83, 0.17, 1.40], [-2.30, -1.37, 0.69], [-0.96, -0.87, -1.35], [-0.62, 0.75, -0.76], [0.32, -1.84, 0.59], [0.59, -0.22, 1.23], [1.99, -1.55, -1.05], [1.63, 0.16, -1.27], [3.87, 1.31, -0.37], [3.62, 1.19, 1.40], [2.27, 1.66, 0.33]],
  "lowdin_charge": [-0.1243, -0.2830, -0.2402, -0.1854, -0.2431, -0.1990, -0.1230, 0.0677, 0.0716, 0.0712, 0.1079, 0.1099, 0.1198, 0.1130, 0.1176, 0.1182, 0.1215, 0.1171, 0.0879, 0.0882, 0.0866],
  "e_homo_ev": -9.56,
  "gap_ev": 10.69,
  "e_lumo_ev": 1.125,
  "smiles": "CCCCCOC"
}

***

Looking at the structures above, *two* is most stable, and the difference to the next one is 289.8 kJ/mol.